DFT (ωB97M-V/def2-TZVPD) results for a molecular structure, C39H85BF3INbO20P4 at a distorted geometry.

Structure (XYZ):
```
154
C39H85BF3INbO20P4 (ωB97M-V/def2-TZVPD)
C -6.6113 0.3418 -5.8182
C -5.4285 -0.7242 -5.8694
B -4.0317 0.0216 -6.2632
O -3.9942 0.6860 -7.5076
Nb -2.3009 -0.1451 -4.7113
O -2.8720 -2.1152 -4.4762
I -0.5756 -0.7110 -6.8987
C -0.6327 -0.3377 -3.1147
C -0.1105 -1.7812 -2.7905
C 0.9317 -2.3898 -3.7741
O 0.5267 -1.6643 -1.4557
C 0.6344 -2.9289 -0.7921
C 0.5158 -2.8991 0.7699
C 1.6001 -2.6390 1.7309
C 1.3304 -2.7022 3.1778
C 0.0149 -3.0155 3.7274
C -1.0849 -3.2289 2.8000
C -0.8263 -3.1767 1.3685
C -1.6811 2.0093 -4.8866
C -2.5907 3.0928 -5.5009
O -3.0920 3.9324 -4.4259
C -1.6538 4.0726 -6.3633
F -2.4376 5.1087 -6.8502
F -0.6754 4.5754 -5.5544
F -1.0719 3.4197 -7.4400
H -7.2414 0.1886 -4.8959
H -7.2865 0.1644 -6.6930
H -6.2074 1.3914 -5.8542
H -5.3649 -1.2300 -4.8738
H -5.6149 -1.5197 -6.6507
H -3.0774 0.8387 -7.8003
H -3.4804 0.3879 -3.4129
H -2.1619 -2.6893 -4.8236
H -1.1584 0.0091 -2.1660
H 0.1954 0.4235 -3.2597
H -0.9842 -2.4800 -2.7144
H 1.8681 -1.7933 -3.9263
H 0.5214 -2.6416 -4.7926
H 1.2780 -3.3911 -3.3715
H -0.1306 -3.6791 -1.1598
H 1.6344 -3.3835 -1.0715
H 2.6262 -2.4017 1.3680
H 2.1268 -2.5020 3.9402
H -0.2017 -3.1010 4.8155
H -2.1381 -3.4376 3.1198
H -1.6870 -3.3507 0.6782
H -1.3909 2.3437 -3.8407
H -0.6945 2.0160 -5.4429
H -3.4324 2.8383 -6.1774
H -3.8941 4.3378 -4.7979
O -5.0971 -7.9331 0.6639
P -5.1999 -6.7060 1.5402
O -6.8028 -6.3548 1.2609
C -7.7847 -7.3824 1.2308
C -8.2872 -7.7373 2.6188
O -4.5105 -5.6240 0.5183
C -3.7778 -6.0402 -0.6308
C -4.6854 -6.1623 -1.8373
O -5.1201 -5.4645 2.6683
C -5.9983 -5.3586 3.7738
C -5.6651 -6.3549 4.8654
H -7.4198 -8.2782 0.7252
H -8.6178 -7.0041 0.6333
H -7.4700 -8.0798 3.2572
H -9.0342 -8.5331 2.5611
H -8.7552 -6.8754 3.0986
H -3.2356 -6.9662 -0.4338
H -3.0231 -5.2746 -0.8268
H -5.5416 -6.8162 -1.6647
H -4.1270 -6.5536 -2.6906
H -5.0898 -5.1821 -2.0983
H -7.0384 -5.4278 3.4598
H -5.8757 -4.3467 4.1698
H -5.6353 -7.3765 4.4785
H -6.4026 -6.2993 5.6692
H -4.6808 -6.1410 5.2872
O 6.1175 -1.8502 -2.1056
P 5.5008 -0.5882 -1.5461
O 6.8831 0.3457 -1.6269
C 7.7335 0.3023 -2.7661
C 7.2584 1.2255 -3.8737
O 5.5402 -0.9790 0.0436
C 5.7568 -2.3068 0.4954
C 7.2409 -2.5493 0.6929
O 4.6688 0.7701 -1.0208
C 4.6542 1.9920 -1.7350
C 3.7512 1.9247 -2.9381
H 7.8469 -0.7133 -3.1495
H 8.7240 0.6226 -2.4319
H 6.2521 0.9596 -4.2029
H 7.9287 1.1629 -4.7348
H 7.2429 2.2644 -3.5387
H 5.3071 -3.0397 -0.1768
H 5.2455 -2.4125 1.4565
H 7.8143 -2.3214 -0.2067
H 7.4283 -3.5901 0.9682
H 7.6291 -1.9031 1.4840
H 5.6627 2.3129 -1.9890
H 4.2674 2.7514 -1.0494
H 4.0094 1.0817 -3.5847
H 3.8097 2.8492 -3.5166
H 2.7164 1.7820 -2.6204
O 6.9989 -0.3772 4.6291
P 6.7060 0.8300 5.4904
O 5.0480 0.6973 5.5217
C 4.4140 -0.5638 5.6972
C 4.2948 -0.9481 7.1610
O 6.8540 1.9870 4.3365
C 7.4533 1.7080 3.0733
C 6.4140 1.2439 2.0730
O 6.6276 2.1202 6.5637
C 5.9720 2.0510 7.8167
C 6.7710 1.2663 8.8370
H 4.9231 -1.3549 5.1435
H 3.4135 -0.4753 5.2666
H 5.2776 -1.0039 7.6344
H 3.8104 -1.9228 7.2603
H 3.6938 -0.2201 7.7098
H 8.2660 0.9871 3.1760
H 7.9048 2.6384 2.7188
H 5.8396 0.3944 2.4430
H 6.8862 0.9559 1.1318
H 5.6952 2.0420 1.8730
H 4.9574 1.6705 7.7109
H 5.8663 3.0813 8.1674
H 7.0242 0.2701 8.4660
H 6.2074 1.1677 9.7674
H 7.7109 1.7769 9.0575
O -1.1155 6.5790 -0.3446
P -2.3957 7.3032 0.0019
O -3.3751 5.9724 0.1866
C -2.9184 4.8128 0.8745
C -3.0944 4.9309 2.3777
O -2.8371 7.7450 -1.5155
C -1.9244 7.6701 -2.6090
C -2.0031 6.3163 -3.2879
O -3.6531 8.3032 0.4986
C -4.3470 8.1305 1.7200
C -3.5294 8.5863 2.9113
H -1.8787 4.5829 0.6370
H -3.5148 3.9744 0.5078
H -2.5434 5.7877 2.7723
H -2.7287 4.0292 2.8752
H -4.1473 5.0530 2.6410
H -0.9081 7.9036 -2.2870
H -2.2120 8.4477 -3.3219
H -1.8578 5.4959 -2.5855
H -1.2504 6.2357 -4.0714
H -2.9862 6.1733 -3.7333
H -4.6986 7.1062 1.8328
H -5.2480 8.7469 1.6534
H -2.5531 8.0964 2.9369
H -4.0604 8.3721 3.8416
H -3.3492 9.6622 2.8589
```

- Kohn-Sham gap (eV) = 4.7
- net charge = -1
- LUMO level (eV) = 0.44


DFT (ωB97M-V/def2-TZVPD) results for a molecular structure, C39H86AsF6N11O3 at a distorted geometry.

Structure (XYZ):
```
146
C39H86AsF6N11O3 (ωB97M-V/def2-TZVPD)
As 0.2509 -0.5479 -0.2027
F 1.9859 -1.0454 0.0977
F 0.4984 -0.7560 -1.9201
F -1.4149 0.0715 -0.6405
F -0.0625 -0.2908 1.5767
F 0.8868 1.1299 -0.3786
F -0.3327 -2.2945 0.0010
C -0.5209 1.9464 -2.1317
C -0.0135 2.6823 -0.8849
N 0.3665 4.0359 -1.3352
C -0.5008 5.1358 -1.5908
C 0.2186 6.1948 -2.0438
N 1.4733 5.7023 -2.3435
C 1.5971 4.4266 -1.8267
C 2.6201 6.4584 -2.7964
H -1.4262 2.3490 -2.5860
H -0.7164 0.9009 -1.8930
H 0.2866 1.8170 -2.8524
H 0.8508 2.1944 -0.4342
H -0.8025 2.7319 -0.1345
H -1.5456 5.0375 -1.3357
H -0.0361 7.2080 -2.3179
H 2.5587 3.9377 -1.7747
H 3.5189 5.8434 -2.7533
H 2.6980 7.3630 -2.1933
H 2.4401 6.8100 -3.8123
C 3.6775 -1.2918 -3.9358
C 4.5070 -2.0390 -2.8691
N 3.5018 -2.9726 -2.3062
C 2.9337 -4.0464 -2.9159
C 2.0978 -4.6576 -1.9994
N 2.1700 -3.9044 -0.7982
C 3.0308 -2.9011 -0.9957
C 1.4961 -4.1314 0.4519
H 4.2210 -0.4738 -4.4087
H 2.7282 -0.9287 -3.5420
H 3.4242 -1.8252 -4.8521
H 4.9293 -1.3539 -2.1340
H 5.3222 -2.6526 -3.2525
H 3.1598 -4.2849 -3.9447
H 1.4265 -5.5014 -2.0616
H 3.2855 -2.1184 -0.2964
H 1.2283 -3.1635 0.8755
H 2.1066 -4.5772 1.2373
H 0.6014 -4.7534 0.4264
C 0.4954 -3.3313 1.9962
C 0.1831 -2.4231 3.1281
N -1.1977 -2.0799 3.2747
C -1.9902 -1.6188 2.1948
C -3.2543 -1.5349 2.7326
N -3.2535 -1.8542 4.0643
C -1.9461 -2.1992 4.3734
C -4.3367 -1.8969 4.9606
H 0.0504 -2.9605 1.0729
H 0.2108 -4.3768 2.1151
H 1.5666 -3.2959 1.7977
H 0.7090 -1.4811 2.9727
H 0.6718 -2.7784 4.0353
H -1.6666 -1.5341 1.1679
H -4.2357 -1.4243 2.2956
H -1.6899 -2.4444 5.3935
H -4.2332 -2.5118 5.8546
H -5.2455 -2.2262 4.4569
H -4.4234 -0.8846 5.3554
C -7.1988 1.9574 0.4307
C -5.7554 2.3791 0.7127
N -4.7775 1.5764 -0.0876
C -4.4459 0.2155 0.1037
C -3.3776 -0.0874 -0.7469
N -3.2526 0.9875 -1.6404
C -4.0209 2.0483 -1.1247
C -2.2985 1.0730 -2.7187
H -7.5730 2.4019 -0.4916
H -7.9804 2.3381 1.0881
H -7.3517 0.8830 0.3293
H -5.4929 2.2667 1.7646
H -5.5557 3.4158 0.4417
H -4.9488 -0.4038 0.8318
H -2.8058 -0.9700 -0.9927
H -4.1477 3.0700 -1.4511
H -1.4211 0.5167 -2.3887
H -2.1969 2.1397 -2.9184
H -2.7715 0.6248 -3.5924
C 3.4347 1.0146 0.2984
N 3.3189 0.8247 1.7725
C 3.0989 2.2490 2.3823
C 1.8964 0.1278 2.0163
C 4.4900 0.0235 2.4076
C 5.7988 0.7854 2.2809
O 6.0321 1.7591 3.3600
H 4.3800 1.4544 -0.0194
H 2.6760 1.6356 -0.1781
H 3.3887 -0.0045 -0.0854
H 2.2063 2.6617 1.9121
H 3.9213 2.9206 2.1356
H 2.8108 2.1922 3.4320
H 1.5336 0.4456 2.9938
H 2.1696 -0.9204 1.8958
H 1.1665 0.3996 1.2538
H 4.5418 -0.9828 1.9920
H 4.0557 -0.0433 3.4051
H 6.0013 1.3106 1.3474
H 6.6097 0.0577 2.2501
H 6.8995 2.1577 3.2583
C -2.6657 0.9970 2.0677
N -1.6486 1.7876 2.9545
C -0.6822 2.6022 2.0566
C -2.4436 2.7206 3.8633
C -0.9261 0.6674 3.8604
C -0.0422 1.2290 4.9652
O 1.1541 1.7916 4.3744
H -2.0042 0.4642 1.3845
H -3.2473 1.7708 1.5666
H -3.2011 0.2801 2.6902
H -1.2389 3.2227 1.3543
H 0.0445 1.9082 1.6344
H -0.0764 3.2777 2.6607
H -3.1213 3.2992 3.2356
H -1.7593 3.3421 4.4408
H -2.9484 1.9977 4.5043
H -0.3698 0.0017 3.2005
H -1.7037 0.0284 4.2789
H 0.2360 0.4249 5.6465
H -0.5642 1.9629 5.5791
H 1.9739 1.5262 4.7975
C 0.4295 -1.4390 -4.2690
N -0.4926 -2.5012 -3.7009
C 0.0775 -3.1348 -2.4508
C -1.8468 -1.8551 -3.3261
C -0.7787 -3.6411 -4.6887
C 0.3864 -4.3651 -5.3612
O 1.0840 -3.4695 -6.2337
H 0.6435 -0.7005 -3.4965
H 0.0350 -0.9695 -5.1702
H 1.3944 -1.9097 -4.4573
H 0.1166 -2.3202 -1.7277
H 1.0581 -3.5636 -2.6575
H -0.6343 -3.9195 -2.1945
H -1.6296 -1.1566 -2.5180
H -2.5800 -2.5860 -2.9850
H -2.2742 -1.3225 -4.1757
H -1.3990 -3.2131 -5.4761
H -1.3954 -4.3541 -4.1415
H 0.0352 -5.1539 -6.0264
H 0.9794 -4.8483 -4.5847
H 1.8267 -3.9890 -6.5501
```

- energy above the lowest of the compared OMol25 structures with the same formula, charge and spin (eV) = 40.360
- Kohn-Sham gap (eV) = 6.0
- net charge = +6
- LUMO level (eV) = -16.39


DFT (ωB97M-V/def2-TZVPD) results for a molecular structure, C39H91F6N4O9Zr at a distorted geometry.

Structure (XYZ):
```
150
C39H91F6N4O9Zr (ωB97M-V/def2-TZVPD)
Zr 2.3701 3.6092 1.3707
C -0.4735 4.3481 -0.9424
O -0.3100 5.6080 -1.5831
O 0.6297 4.2619 -0.0280
C -1.9262 4.1115 -0.3112
F -2.0309 2.8805 0.3641
F -2.2786 5.0656 0.6912
F -2.8156 4.1269 -1.2742
C -0.9647 5.7626 -2.8452
C -0.3480 6.9332 -3.4784
H -0.7067 7.0504 -4.5010
H -0.7448 7.8355 -3.0131
H 0.7352 6.9316 -3.3567
H -2.0231 6.0170 -2.7872
H -0.8782 4.8903 -3.4929
H -0.2829 3.6321 -1.7419
C 3.8733 3.1298 -2.0753
O 5.3105 2.7436 -1.8759
O 3.4063 3.2260 -0.6941
C 3.5689 4.3009 -3.0800
F 4.0001 4.0393 -4.3627
F 2.3329 4.5969 -3.1508
F 4.1572 5.3919 -2.6625
C 5.8686 2.1003 -3.0468
C 7.2084 1.5794 -2.6322
H 7.7449 2.5269 -2.6837
H 7.2644 1.1488 -1.6324
H 7.6596 0.9989 -3.4369
H 5.9786 2.7481 -3.9164
H 5.2927 1.2158 -3.3191
H 3.3218 2.3717 -2.6313
C -0.4894 0.3309 1.5117
C 0.9006 0.5674 0.8534
C 0.9776 0.5559 -0.6801
O 1.5601 1.6326 1.4437
H -1.1049 1.2129 1.6886
H -0.4440 -0.0201 2.5427
H -1.0644 -0.4245 0.9762
H 1.3337 -0.3924 1.1352
H 1.9685 0.7065 -1.1085
H 0.4509 1.3942 -1.1363
H 0.5192 -0.3497 -1.0775
C 2.0230 1.4092 -6.3972
C 2.4400 0.3854 -5.4128
C 1.3380 0.1712 -4.4077
C 0.3332 -0.8657 -5.0099
C -0.8186 -1.2446 -3.9507
C -1.7732 -2.2100 -4.7019
H 2.7922 1.7561 -7.0872
H 1.8092 2.3502 -5.8905
H 1.1781 0.9467 -6.9073
H 2.7350 -0.5350 -5.9167
H 3.3132 0.9148 -5.0315
H 0.7266 1.0474 -4.1919
H 1.8269 -0.2261 -3.5182
H -0.0976 -0.3429 -5.8638
H 0.8242 -1.7944 -5.3007
H -0.3843 -1.7902 -3.1130
H -1.3710 -0.4004 -3.5380
H -1.9924 -1.8390 -5.7031
H -1.3510 -3.2116 -4.7834
H -2.7520 -2.1785 -4.2233
C -1.4644 -3.5986 2.0860
C -2.7012 -4.3839 2.6896
C -3.8179 -4.6491 1.6557
C -5.0249 -5.3096 2.4319
C -6.3749 -5.4478 1.5582
C -6.3070 -6.4309 0.3884
H -1.9148 -2.6538 1.7819
H -1.2126 -4.0668 1.1344
H -0.6663 -3.4784 2.8185
H -2.2275 -5.2989 3.0453
H -3.1527 -3.7230 3.4294
H -3.6256 -5.4674 0.9619
H -4.0761 -3.7995 1.0235
H -4.7089 -6.3351 2.6231
H -5.2785 -4.7742 3.3468
H -7.2071 -5.8767 2.1164
H -6.8566 -4.5336 1.2113
H -7.1899 -6.4764 -0.2491
H -5.4927 -6.0919 -0.2521
H -5.9618 -7.3583 0.8454
C -3.6601 0.3641 3.0795
C -3.8352 1.8422 3.5754
C -2.8041 2.2463 4.6246
O -3.2199 3.4663 5.2236
C -2.5889 3.7078 6.4586
N -3.9117 2.6847 2.4084
H -4.0093 -0.4528 3.7110
H -2.5962 0.1555 2.9667
H -4.1232 0.0951 2.1301
H -4.8180 1.9568 4.0327
H -1.8351 2.2407 4.1255
H -2.8970 1.4648 5.3788
H -1.5150 3.8902 6.4178
H -2.5972 2.7877 7.0430
H -3.1530 4.4751 6.9887
H -3.8841 3.5737 2.8872
H -2.9717 2.7182 2.0405
C 4.6188 0.6364 1.1929
C 4.7378 1.5062 2.4513
C 6.0292 1.3357 3.2942
O 5.9572 1.8280 4.6102
C 5.3279 0.9533 5.5610
N 4.5652 2.9650 2.0230
H 5.6044 0.6036 0.7286
H 3.9720 1.0359 0.4118
H 4.2738 -0.3730 1.4171
H 3.9285 1.2379 3.1304
H 6.8389 1.8314 2.7587
H 6.3910 0.3134 3.4039
H 5.7559 -0.0491 5.5527
H 4.2841 0.7657 5.3097
H 5.3163 1.3157 6.5890
H 5.3632 3.2237 1.4605
H 4.8831 3.3361 2.9069
C -3.6958 0.9618 -0.8936
C -4.2312 -0.4758 -0.9732
C -4.8475 -0.8584 -2.3134
O -6.0644 -0.1545 -2.5396
C -7.0377 -0.7667 -1.7021
N -3.1166 -1.3170 -0.5273
H -4.4977 1.6577 -1.1400
H -2.8342 1.0689 -1.5527
H -3.4446 0.9802 0.1669
H -4.9900 -0.7114 -0.2270
H -4.9757 -1.9055 -2.5877
H -4.1316 -0.5809 -3.0870
H -7.7013 -1.4236 -2.2645
H -7.6756 -0.0005 -1.2617
H -6.7391 -1.5719 -1.0308
H -2.3569 -1.3154 -1.1929
H -2.7198 -1.0499 0.3623
C 1.7860 -5.6075 2.9019
C 2.6225 -4.4375 2.3676
C 3.2354 -4.6152 0.9696
O 4.1800 -3.6146 0.7911
C 5.0893 -3.9211 -0.3320
N 1.8663 -3.1398 2.4702
H 1.8017 -5.4965 3.9861
H 2.3178 -6.5325 2.6790
H 0.8047 -5.8602 2.5004
H 3.4281 -4.2567 3.0793
H 2.3700 -4.6702 0.3092
H 3.7503 -5.5739 1.0325
H 6.0986 -3.7669 0.0498
H 4.8456 -3.3438 -1.2239
H 5.0276 -4.9557 -0.6694
H 2.3749 -2.3139 2.1885
H 0.9476 -3.0992 2.0527
```

- Kohn-Sham gap (eV) = 4.7
- net charge = +1
- LUMO level (eV) = -5.98